No. 1
{"formula": "C36H27MnN4O3S", "method": "ωB97M-V/def2-TZVPD", "species": ["Mn", "C", "O", "C", "N", "C", "C", "C", "C", "C", "C", "C", "C", "C", "C", "C", "C", "N", "C", "N", "C", "C", "O", "C", "C", "C", "C", "C", "C", "H", "H", "H", "H", "H", "H", "H", "H", "H", "H", "H", "H", "H", "H", "H", "H", "H", "H", "H", "S", "C", "C", "C", "C", "C", "C", "N", "C", "C", "C", "C", "C", "C", "C", "H", "H", "H", "H", "H", "H", "H", "H", "O"], "coordinates": [[-0.1017, 0.2680, -0.5052], [3.8983, 0.5527, -2.3348], [2.8605, 0.2625, -3.3339], [1.7492, 0.1846, -2.6250], [1.7643, 0.5578, -1.3983], [3.1049, 1.1314, -1.1552], [3.7118, 0.8598, 0.1979], [3.0599, 0.1322, 1.1854], [3.6685, -0.0616, 2.4192], [4.9276, 0.4597, 2.6666], [5.5813, 1.1874, 1.6814], [4.9732, 1.3926, 0.4546], [0.4919, -0.2884, -3.2457], [0.2105, -0.3932, -4.5940], [-1.0962, -0.7203, -4.9539], [-2.0774, -0.8873, -3.9789], [-1.6901, -0.7600, -2.6579], [-0.4294, -0.5177, -2.3114], [-2.5476, -0.8088, -1.4561], [-2.0895, -0.4449, -0.3149], [-3.1350, -0.7846, 0.6765], [-4.3501, -1.1165, -0.2136], [-3.7771, -1.2742, -1.5526], [-3.4422, 0.2740, 1.6994], [-4.2290, -0.0747, 2.7945], [-4.5554, 0.8796, 3.7436], [-4.0923, 2.1838, 3.6096], [-3.3146, 2.5309, 2.5170], [-2.9982, 1.5760, 1.5598], [4.6242, 1.2278, -2.7738], [4.3670, -0.3974, -2.0767], [2.9920, 2.2147, -1.2782], [2.0652, -0.2565, 1.0237], [3.1448, -0.6123, 3.1898], [5.3967, 0.3101, 3.6299], [6.5601, 1.6063, 1.8731], [5.4809, 1.9838, -0.3001], [0.9795, -0.2156, -5.3317], [-1.3541, -0.8249, -5.9988], [-3.1057, -1.1009, -4.2316], [-2.7738, -1.6780, 1.1946], [-5.0611, -0.2930, -0.2560], [-4.8581, -2.0389, 0.0487], [-4.5711, -1.0966, 2.9203], [-5.1605, 0.6031, 4.5968], [-4.3390, 2.9245, 4.3584], [-2.9444, 3.5420, 2.4007], [-2.4022, 1.8557, 0.7037], [1.1805, 2.3778, 5.4110], [1.5287, 0.7315, 5.8167], [1.9594, 0.1918, 7.0250], [2.1776, -1.1711, 7.0906], [1.9724, -1.9899, 5.9748], [1.5440, -1.4554, 4.7765], [1.3189, -0.0814, 4.6942], [0.9009, 0.5814, 3.5569], [0.7762, 1.8472, 3.7530], [0.3782, 2.8282, 2.7189], [0.2844, 4.1818, 3.0333], [-0.0889, 5.1473, 2.1060], [-0.3715, 4.7492, 0.8154], [-0.2780, 3.4076, 0.4686], [0.0865, 2.4332, 1.3894], [2.1202, 0.8222, 7.8891], [2.5130, -1.6130, 8.0193], [2.1519, -3.0536, 6.0578], [1.3790, -2.0762, 3.9052], [0.5075, 4.5253, 4.0369], [-0.1489, 6.1878, 2.3930], [-0.6641, 5.4722, 0.0639], [-0.5029, 3.1142, -0.5550], [0.1642, 1.1751, 1.0332]], "forces_ev_per_a": [[-0.1, 0.1, 0.0], [0.0, 0.0, 0.1], [0.0, 0.0, 0.1], [0.1, 0.0, -0.1], [-0.4, -0.3, -0.1], [0.0, 0.1, 0.1], [-0.1, -0.1, 0.0], [0.2, 0.0, -0.1], [0.1, -0.1, 0.0], [0.0, 0.0, 0.0], [0.0, 0.0, 0.0], [0.0, 0.0, 0.0], [0.2, 0.0, 0.0], [-0.1, -0.1, 0.0], [0.0, 0.0, 0.1], [0.2, 0.0, -0.1], [-0.1, -0.1, 0.1], [0.0, 0.4, -0.2], [-0.1, -0.1, 0.0], [0.1, 0.0, -0.3], [0.1, -0.1, 0.2], [0.0, 0.1, 0.0], [0.0, 0.0, 0.1], [0.0, 0.0, 0.0], [0.1, 0.0, 0.0], [0.0, 0.0, 0.0], [0.0, 0.0, 0.0], [0.0, 0.0, 0.0], [-0.1, 0.1, -0.1], [-0.1, 0.0, -0.1], [0.0, 0.0, 0.0], [0.0, 0.0, 0.0], [0.1, 0.0, 0.1], [0.2, 0.1, -0.2], [0.0, 0.0, 0.0], [0.0, 0.0, 0.0], [0.0, 0.0, 0.0], [0.0, 0.0, 0.0], [0.0, 0.0, 0.0], [0.0, 0.0, 0.0], [-0.1, 0.0, 0.0], [0.0, 0.0, 0.0], [0.0, 0.0, 0.0], [0.0, 0.0, 0.0], [0.0, 0.0, 0.0], [0.0, 0.0, 0.0], [0.0, 0.0, 0.0], [0.0, 0.0, 0.0], [-0.1, -0.1, -0.4], [0.0, -0.1, -0.1], [0.0, 0.0, 0.0], [0.0, 0.0, 0.0], [0.0, 0.0, 0.0], [-0.1, 0.0, 0.1], [-0.2, 0.2, 0.2], [-0.2, -0.1, 0.0], [0.1, 0.2, 0.1], [0.0, 0.0, 0.2], [0.0, 0.3, 0.0], [0.1, -0.1, 0.3], [-0.1, -0.2, -0.3], [-0.1, 0.6, -0.3], [0.3, 0.1, 0.5], [0.0, 0.0, 0.0], [0.0, 0.0, 0.0], [0.0, 0.0, 0.0], [0.0, 0.0, 0.0], [0.0, -0.2, 0.0], [0.0, 0.0, 0.0], [0.0, 0.0, 0.0], [0.0, -0.1, 0.0], [-0.2, -0.4, 0.0]], "orbital_gap_ha": [0.204, 0.207], "multiplicity": 2, "de_lowest_kj_mol": 0.0, "lumo_ev": [-4.2, -4.2], "total_charge": 1, "homo_ev": [-9.77, -9.82], "s2": 0.760}

=====

No. 2
{"formula": "C28H18Cl5GeRhS5", "method": "ωB97M-V/def2-TZVPD", "species": ["Rh", "Cl", "C", "C", "C", "Cl", "C", "Cl", "C", "Cl", "C", "Cl", "C", "S", "C", "C", "S", "S", "C", "S", "S", "H", "H", "H", "C", "C", "C", "C", "C", "C", "Ge", "C", "C", "C", "C", "C", "C", "C", "C", "C", "C", "C", "C", "H", "H", "H", "H", "H", "H", "H", "H", "H", "H", "H", "H", "H", "H", "H"], "coordinates": [[-0.9967, -1.1349, 0.2803], [-3.3975, -1.3893, -2.7560], [-3.8864, -1.9719, -1.2232], [-2.9481, -1.9898, -0.1931], [-3.3790, -2.4735, 1.0397], [-2.1451, -2.4366, 2.2539], [-4.6697, -2.9052, 1.2975], [-5.1464, -3.4522, 2.8531], [-5.5983, -2.8423, 0.2435], [-7.2208, -3.3120, 0.5106], [-5.2078, -2.3789, -1.0187], [-6.3606, -2.2789, -2.2855], [3.2558, -1.6647, -2.4829], [3.5064, -3.2870, -1.7215], [1.9152, -3.9853, -1.6358], [0.6914, -3.3654, -1.5515], [0.3909, -1.6937, -1.5420], [-0.7053, -4.4441, -1.4586], [0.1848, -5.9369, -1.4193], [-0.5361, -7.4083, -1.3087], [1.9141, -5.7313, -1.5272], [4.2303, -1.3607, -2.8541], [2.8913, -0.9532, -1.7454], [2.5529, -1.7666, -3.3024], [-1.0501, 4.5520, 3.6978], [-0.0901, 3.5783, 3.9158], [0.1537, 2.6151, 2.9504], [-0.5672, 2.6322, 1.7681], [-1.5269, 3.6099, 1.5469], [-1.7725, 4.5672, 2.5153], [-0.3630, 1.2297, 0.3425], [1.3482, 0.3069, 0.9944], [2.5927, 0.5569, 0.4359], [3.6896, -0.1930, 0.8372], [3.5429, -1.2037, 1.7753], [2.3032, -1.4532, 2.3435], [1.2056, -0.6945, 1.9543], [0.3163, 2.2987, -1.2227], [0.3736, 1.7245, -2.4836], [1.0231, 2.3829, -3.5143], [1.5802, 3.6321, -3.2957], [1.5015, 4.2150, -2.0417], [0.8685, 3.5528, -1.0038], [-1.2373, 5.2988, 4.4547], [0.4685, 3.5556, 4.8395], [0.9080, 1.8597, 3.1205], [-2.0875, 3.6174, 0.6209], [-2.5338, 5.3150, 2.3484], [2.7104, 1.3392, -0.3037], [4.6637, 0.0241, 0.4197], [4.4010, -1.7857, 2.0800], [2.1926, -2.2121, 3.1058], [0.2597, -0.8048, 2.4941], [-0.0890, 0.7610, -2.6553], [1.0732, 1.9286, -4.4922], [2.0721, 4.1531, -4.1034], [1.9192, 5.1956, -1.8720], [0.8147, 4.0073, -0.0250]], "forces_ev_per_a": [[-0.8, -1.6, -0.8], [0.1, 0.1, -0.4], [0.6, 0.2, 0.2], [0.9, 0.9, 0.8], [-0.2, 0.2, -0.9], [0.3, 0.1, 0.8], [-0.2, 0.0, -0.2], [0.2, 0.0, -0.1], [0.2, 0.0, 0.1], [0.1, 0.0, 0.0], [0.0, -0.1, 0.3], [0.2, 0.0, 0.1], [0.0, -0.1, 0.2], [-0.5, -0.2, -0.1], [1.4, -0.5, 0.0], [-2.0, 0.2, 0.2], [-0.3, 0.7, 0.3], [0.7, 0.2, 0.1], [-0.6, -1.0, 0.2], [0.5, 0.9, -0.1], [-0.2, 0.6, -0.2], [0.1, -0.1, 0.0], [0.1, 0.0, -0.1], [0.0, 0.1, -0.1], [0.0, 0.0, 0.1], [0.1, 0.0, 0.0], [0.1, -0.2, 0.1], [-1.0, -1.2, -0.8], [-0.2, 0.1, 0.1], [0.0, 0.2, -0.1], [2.6, 1.4, 0.2], [-1.8, 0.0, -0.4], [0.3, -0.2, -0.3], [-0.1, 0.4, -0.2], [-0.1, -0.3, 0.2], [0.2, -0.1, 0.1], [-0.1, 0.1, 0.4], [-0.9, -1.0, 0.5], [0.1, -0.1, 0.0], [-0.1, -0.1, -0.2], [0.1, 0.0, 0.0], [0.0, 0.1, 0.0], [0.0, 0.0, 0.2], [0.0, 0.0, 0.1], [0.1, 0.1, 0.1], [0.0, -0.1, 0.1], [-0.1, 0.1, 0.0], [0.0, 0.1, 0.0], [0.0, 0.0, -0.1], [0.1, 0.0, 0.0], [0.0, 0.0, 0.0], [0.0, -0.1, 0.0], [0.3, 0.0, -0.1], [0.0, 0.0, -0.1], [0.0, 0.0, -0.1], [0.0, 0.0, -0.1], [0.1, 0.1, 0.0], [0.0, 0.1, 0.1]], "orbital_gap_ha": [0.227, 0.202], "multiplicity": 2, "de_lowest_kj_mol": 189.3, "lumo_ev": [-5.1, -6.1], "total_charge": 1, "homo_ev": [-11.24, -11.55], "s2": 0.799}

=====

No. 3
{"formula": "C3H4O3", "method": "ωB97M-V/def2-TZVPD", "species": ["C", "O", "C", "O", "C", "O", "H", "H", "H", "H"], "coordinates": [[1.8447, -0.0769, -0.2147], [0.7353, -0.3252, 0.7178], [-0.4938, -0.0795, 0.3131], [-0.6948, 0.3612, -0.8674], [-2.5508, 0.0233, 0.5409], [-3.2645, -0.2242, 1.4278], [2.7472, -0.3517, 0.3372], [1.7282, -0.6978, -1.1096], [1.8652, 0.9813, -0.4975], [-1.9168, 0.3896, -0.6478]], "forces_ev_per_a": [[-0.3, 0.0, 0.1], [-0.1, 0.2, -0.6], [0.4, 0.2, -0.5], [-0.2, -0.3, 1.0], [-1.8, -0.5, 1.8], [1.7, 0.5, -1.9], [-0.3, 0.1, -0.1], [0.0, 0.1, 0.2], [0.0, -0.3, 0.1], [0.6, 0.0, -0.1]], "orbital_gap_ha": 0.370, "multiplicity": 1, "de_lowest_kj_mol": 367.4, "lumo_ev": 0.8, "homo_ev": -9.25}

=====

No. 4
{"formula": "C20H54N2O8", "method": "ωB97M-V/def2-TZVPD", "species": ["C", "C", "C", "C", "C", "C", "C", "C", "C", "N", "O", "H", "H", "H", "H", "H", "H", "H", "H", "H", "H", "H", "H", "H", "H", "H", "H", "H", "H", "H", "C", "C", "C", "C", "C", "C", "C", "C", "C", "N", "O", "H", "H", "H", "H", "H", "H", "H", "H", "H", "H", "H", "H", "H", "H", "H", "H", "H", "H", "H", "C", "C", "O", "H", "H", "H", "H", "H", "H", "O", "H", "H", "O", "H", "H", "O", "H", "H", "O", "H", "H", "O", "H", "H"], "coordinates": [[-2.0710, 1.9450, 3.1292], [-1.4883, 3.3739, 3.2991], [-1.9068, 4.2898, 2.1121], [-2.0940, 4.0379, 4.6357], [-1.4024, 5.3075, 5.1398], [0.1078, 5.0170, 5.2511], [0.7294, 4.5767, 3.9731], [0.8927, 5.7537, 2.9913], [2.1549, 4.1675, 4.3728], [-0.0564, 3.3614, 3.4500], [0.7052, 2.5704, 2.5615], [-1.7341, 1.0923, 3.7187], [-3.1491, 1.7852, 3.1450], [-1.8744, 1.5638, 2.1272], [-2.9681, 4.0515, 2.0427], [-1.8854, 5.3436, 2.3899], [-1.2989, 4.1557, 1.2174], [-3.1570, 4.2066, 4.4631], [-2.0132, 3.4158, 5.5271], [-1.6700, 6.1154, 4.4587], [-1.7685, 5.5590, 6.1352], [0.2430, 4.4011, 6.1402], [0.5431, 5.9788, 5.5221], [1.4079, 6.6635, 3.2996], [-0.1172, 6.1519, 2.8932], [1.2515, 5.4050, 2.0230], [2.8071, 3.9955, 3.5166], [2.2225, 3.2576, 4.9693], [2.7032, 4.9592, 4.8834], [0.8861, 1.8118, 3.1214], [1.8124, -1.5970, -4.3556], [0.4016, -2.2819, -4.2122], [-0.4723, -1.3535, -3.2992], [-0.2029, -2.4390, -5.6666], [-1.4501, -3.2027, -5.6703], [-1.0654, -4.6101, -5.1835], [-0.4775, -4.7133, -3.7401], [-1.6035, -4.6395, -2.7366], [0.1702, -6.0633, -3.7161], [0.5806, -3.6396, -3.6474], [1.1821, -3.5749, -2.4201], [2.1069, -1.1674, -3.3981], [2.6271, -2.2653, -4.6347], [1.8616, -0.7635, -5.0563], [-0.7217, -0.3928, -3.7497], [-1.4327, -1.7796, -3.0090], [-0.1206, -1.0899, -2.3017], [-0.3671, -1.5287, -6.2431], [0.4438, -3.0840, -6.2615], [-2.2422, -2.8553, -5.0069], [-1.8040, -3.1134, -6.6974], [-0.3957, -5.0709, -5.9097], [-1.9142, -5.2773, -5.3333], [-1.9205, -3.6425, -2.4307], [-1.3601, -5.1684, -1.8151], [-2.5003, -5.0844, -3.1678], [0.8592, -6.1823, -4.5523], [-0.5196, -6.9066, -3.7486], [0.8985, -6.0681, -2.9051], [2.0677, -3.8622, -2.6541], [-2.7082, -2.6165, -0.0592], [-1.3775, -1.9359, 0.4816], [-0.7730, -2.9143, 1.3469], [-3.3518, -2.8281, 0.7947], [-2.4114, -3.5559, -0.5258], [-3.2785, -1.9595, -0.7160], [-1.6587, -1.0726, 1.0848], [-0.6218, -1.6637, -0.2552], [-1.2903, -3.0638, 2.1417], [2.7870, 3.7573, 0.5904], [2.2605, 3.3390, 1.2716], [2.2463, 3.7037, -0.1976], [2.3507, -3.2268, 0.9669], [1.3943, -3.2247, 0.9281], [2.6170, -2.5356, 0.3605], [2.9916, 0.4798, 1.7776], [3.8997, 0.7687, 1.6872], [2.9705, -0.3802, 1.3580], [0.6045, 0.7155, -0.0428], [1.3120, 0.0722, -0.0866], [0.9131, 1.3690, 0.5849], [3.2852, -1.2459, -0.5814], [4.1759, -1.5229, -0.3665], [3.2222, -1.3554, -1.5302]], "forces_ev_per_a": [[0.1, -0.9, -1.2], [-0.5, 1.1, 0.8], [-0.9, -0.5, 1.1], [0.4, -0.3, -0.1], [0.0, -0.6, -0.8], [-1.9, 2.0, 0.7], [1.3, -1.2, -0.2], [-1.8, 0.0, -0.3], [0.8, -0.8, -0.7], [1.9, 1.0, 2.3], [-0.6, 0.3, -0.3], [0.7, 0.6, 0.8], [-0.3, 1.1, 0.4], [0.4, 0.3, -0.4], [-0.1, 0.1, -1.1], [0.2, -0.1, 0.0], [-0.3, -0.3, 0.0], [-0.1, 0.0, -0.1], [-0.1, -1.0, -0.4], [0.4, 0.4, 0.1], [-0.2, 0.1, -0.1], [0.3, -0.6, -0.4], [0.4, 0.1, 0.0], [0.7, -0.6, 0.5], [-0.1, 0.0, -0.7], [0.1, 0.1, 0.1], [-0.2, -0.2, -0.4], [-0.3, 0.0, 0.2], [-0.5, 0.2, 0.3], [0.4, -0.3, -0.3], [-0.1, -0.2, 0.6], [0.1, 0.9, -0.5], [-0.7, -0.1, 0.0], [1.0, 0.6, 1.1], [-0.9, -1.3, 0.7], [-0.8, -0.1, -1.1], [-0.4, 1.5, -2.0], [-0.6, 0.2, 0.7], [1.8, -0.2, 0.2], [-1.0, -0.5, -2.6], [0.5, 0.0, 1.3], [-0.1, 0.0, 0.2], [-0.3, -0.4, -0.2], [-0.5, -0.1, -0.1], [0.2, 0.0, -0.4], [-0.2, -0.3, -0.6], [1.0, -0.2, -0.2], [0.5, 0.5, 0.6], [0.7, 0.4, 0.0], [0.0, 0.5, 0.0], [-0.5, -0.8, 0.0], [0.7, 0.4, 0.1], [-0.4, -0.1, 0.8], [0.4, 0.0, -0.3], [0.1, -0.1, 0.0], [0.0, -0.3, 0.1], [-0.3, 0.1, -0.5], [0.0, 0.2, 0.5], [-0.5, -0.6, 0.7], [0.3, -0.1, 0.6], [1.5, 0.9, 0.3], [-1.8, -1.3, 0.8], [0.8, 0.1, -0.3], [0.1, -0.1, 0.1], [-0.3, 0.2, 0.0], [0.1, -0.1, -0.3], [0.2, 0.3, -0.3], [-0.3, -0.1, 0.0], [-0.2, 0.2, -0.1], [0.4, 0.2, -0.1], [-0.3, -0.3, 0.4], [-0.1, 0.0, -0.2], [0.3, -0.4, 0.4], [-0.6, -0.1, 0.2], [-0.1, 0.1, -0.3], [-0.2, 0.2, 0.4], [0.2, 0.2, 0.0], [-0.1, -0.3, 0.0], [-0.5, -0.1, -0.4], [0.3, -0.1, 0.0], [0.1, 0.2, 0.4], [0.1, 0.3, -0.1], [0.4, 0.0, 0.1], [-0.2, 0.0, -0.4]], "orbital_gap_ha": 0.305, "multiplicity": 1, "de_lowest_kj_mol": 125.6, "lumo_ev": 0.2, "homo_ev": -8.14}